Record 1
Entry from the Open Molecules 2025 dataset: a 12-piece molecular cluster, C29H71Cl4N7O14 overall (wB97M-V/def2-TZVPD).

## Properties
2S+1: 2
gap between HOMO and LUMO (alpha / beta): 9.0 / 1.7 eV
DFT total energy: -120379.570 eV
LUMO energy (alpha / beta): -3.18 / -10.48 eV
charge: +1

Element x y z (Å)
C 26.3075 -8.7394 21.9055
C 27.8604 -9.0782 21.8242
C 28.4234 -9.6023 23.1830
C 29.9567 -9.6110 23.2405
C 30.6529 -10.4924 22.1778
C 32.1289 -10.3719 22.0723
H 26.2028 -7.9190 22.6155
H 25.7202 -9.6180 22.1724
H 25.9667 -8.3487 20.9467
H 27.8896 -9.8067 21.0140
H 28.3787 -8.1993 21.4407
H 28.0593 -10.6220 23.3086
H 28.0081 -9.0637 24.0347
H 30.4027 -8.6578 22.9564
H 30.3672 -9.9761 24.1819
H 30.2483 -11.5031 22.2308
H 30.3138 -10.2270 21.1765
H 32.6191 -10.4386 23.0435
H 32.6012 -11.0640 21.3751
H 32.4214 -9.4811 21.5163
C 26.8104 -5.8586 28.2816
C 27.5698 -5.9930 26.9221
C 28.2550 -4.6807 26.3693
C 29.1016 -4.9235 25.0682
C 28.2808 -5.1860 23.8122
C 29.2482 -5.4618 22.6002
H 25.9714 -5.1841 28.1111
H 27.4798 -5.3430 28.9703
H 26.5196 -6.7856 28.7757
H 28.1912 -6.8793 27.0502
H 26.8988 -6.2726 26.1099
H 28.8598 -4.2629 27.1742
H 27.5061 -3.9022 26.2244
H 29.7382 -4.0487 24.9353
H 29.8868 -5.6701 25.1874
H 27.5235 -5.9609 23.9313
H 27.8310 -4.2072 23.6462
H 29.8305 -4.5877 22.3086
H 30.0148 -6.2042 22.8225
H 28.6662 -5.8305 21.7556
C 32.7496 -6.8552 15.0669
C 31.7228 -7.3840 16.0562
C 31.9972 -6.9680 17.4699
C 31.2474 -7.8106 18.4903
C 30.8961 -7.1443 19.8380
C 32.1740 -6.4363 20.3789
H 33.2328 -5.9210 15.3531
H 32.3543 -6.8779 14.0513
H 33.6527 -7.4588 14.9768
H 30.7123 -7.0508 15.8197
H 31.6399 -8.4702 16.0189
H 31.8139 -5.9102 17.6584
H 33.0505 -7.0971 17.7186
H 30.3263 -8.1261 18.0003
H 31.8444 -8.6931 18.7202
H 30.1140 -6.4034 19.6722
H 30.4161 -7.8237 20.5422
H 32.0135 -6.1318 21.4132
H 33.0645 -7.0643 20.3487
H 32.4496 -5.4962 19.9011
Cl 27.3092 -6.7119 18.9038
C 27.3664 -4.9816 18.4682
C 28.2790 -4.8564 17.3303
Cl 27.7369 -5.7544 15.8643
H 27.7990 -4.4715 19.3288
H 26.3995 -4.5595 18.1941
H 29.2662 -5.2800 17.5150
H 28.3107 -3.8255 16.9778
Cl 24.9083 -8.2471 15.8807
C 24.2971 -6.8991 16.9216
C 22.8750 -6.4496 16.5582
Cl 21.7568 -7.7514 16.8684
H 25.0112 -6.0936 16.7505
H 24.4640 -7.1384 17.9719
H 22.8229 -6.2586 15.4863
H 22.6051 -5.5273 17.0725
C 28.1430 -9.8002 17.0643
N 27.6038 -10.7087 18.1007
O 26.5965 -10.3074 18.7019
O 28.0729 -11.8016 18.2487
H 29.1780 -10.1117 16.9235
H 28.0346 -8.7915 17.4630
H 27.5120 -9.9273 16.1846
C 25.6196 -4.9297 21.8458
N 24.4616 -4.6849 22.7733
O 23.6810 -3.8372 22.3891
O 24.4487 -5.2449 23.8845
H 26.4513 -4.3245 22.2065
H 25.3622 -4.4526 20.9002
H 25.7803 -6.0007 21.7219
C 30.5204 -4.0517 14.2781
N 31.5541 -3.3283 13.5496
O 32.6942 -3.6834 13.7573
O 31.2648 -2.4875 12.7327
H 29.6801 -3.3842 14.4689
H 30.8890 -4.4401 15.2276
H 30.2198 -4.9393 13.7214
C 30.7731 -2.0553 19.3486
N 30.2384 -1.9132 17.9387
O 30.8744 -2.4391 17.0373
O 29.2495 -1.2111 17.8832
H 31.8600 -1.9767 19.3281
H 30.4869 -3.0529 19.6818
H 30.3181 -1.2725 19.9555
C 24.2092 -1.2284 17.9937
N 25.4786 -0.9364 17.3578
O 25.5562 0.0607 16.6888
O 26.3568 -1.7373 17.5541
H 24.4089 -2.0293 18.7056
H 23.5129 -1.6357 17.2608
H 23.8518 -0.3210 18.4806
C 27.8543 0.0515 20.6222
N 27.5211 -1.4157 20.8647
O 26.3949 -1.7702 20.6207
O 28.4480 -2.2181 21.1565
H 26.8617 0.5017 20.6329
H 28.1800 0.2786 19.6071
H 28.4329 0.4774 21.4419
C 25.3843 -3.1105 14.2143
N 24.0812 -3.4641 14.8288
O 24.1068 -3.6105 16.0493
O 23.1197 -3.5856 14.1615
H 26.2268 -3.5563 14.7430
H 25.4628 -2.0235 14.1958
H 25.3366 -3.5419 13.2145


Record 2
Entry from the Open Molecules 2025 dataset: a 2-piece molecular cluster, C4H12O3 overall (wB97M-V/def2-TZVPD).

## Properties
structure (SMILES): OCCCCO.O
gap between HOMO and LUMO: 11.1 eV
ΔE to the lowest compared entry with this formula, charge and spin: 20.6 kcal/mol
DFT total energy: -10484.245 eV
LUMO energy: 0.82 eV
charge: 0

Element x y z (Å)
C -0.5209 1.5314 2.2888
O 0.1820 2.5859 2.9306
C -0.1940 1.5996 0.8039
C -0.4655 0.3371 -0.0166
C 0.7832 -0.3380 -0.6325
O 1.2910 -1.4140 0.1384
H -1.5851 1.6258 2.4522
H -0.2010 0.5638 2.6781
H -0.3391 2.9018 3.6835
H -0.7143 2.4587 0.4019
H 0.8736 1.8357 0.7760
H -0.9069 -0.4332 0.6413
H -1.2246 0.4457 -0.7907
H 0.5248 -0.7093 -1.6234
H 1.5592 0.4126 -0.7769
H 1.4318 -1.0640 1.0340
H -0.1409 -4.8603 -4.4191
H 0.1936 -3.4730 -4.9381
O -0.5470 -4.0063 -4.6313


Record 3
Entry from the Open Molecules 2025 dataset: a 4-piece molecular cluster, C9H17F7O12PS3 overall (wB97M-V/def2-TZVPD).

## Properties
gap between HOMO and LUMO: 6.3 eV
DFT total energy: -94991.773 eV
LUMO energy: 1.96 eV
charge: -1

Element x y z (Å)
F -0.7315 -3.1263 -0.1257
C -1.1059 -2.1800 -1.0075
F 0.0354 -1.6817 -1.5239
F -1.7567 -2.7717 -1.9902
C -1.9384 -1.0587 -0.2902
F -2.1898 -1.4441 0.9780
F -1.0949 0.0241 -0.1949
C -3.2482 -0.6651 -0.9874
F -2.8922 -0.1654 -2.2263
F -3.6784 0.4370 -0.2499
P -4.7524 -1.9943 -1.0610
H -3.9426 -2.9765 -0.3078
H -4.2164 -2.4992 -2.3242
H -5.4774 -0.9419 -1.8132
H -5.2243 -1.3978 0.1979
H -5.8913 -2.9095 -1.1118
C -5.6727 2.9803 1.3922
C -4.5371 2.3131 2.1348
O -4.5305 2.9759 3.4182
S -6.0153 3.3658 3.8348
O -6.5528 2.3913 4.7159
O -6.0302 4.7407 4.1922
O -6.6843 3.1688 2.4015
H -5.3858 3.9574 1.0003
H -6.0710 2.3589 0.5957
H -3.5746 2.4479 1.6523
H -4.7253 1.2495 2.2821
C 2.8701 -3.1946 0.5620
C 2.9391 -1.8596 -0.1469
O 4.3005 -1.4283 0.0708
S 5.2673 -2.6965 0.0950
O 5.8662 -2.8596 -1.1838
O 6.0720 -2.6196 1.2614
O 4.1439 -3.8069 0.2750
H 2.7734 -3.0782 1.6419
H 2.0749 -3.8302 0.1842
H 2.2579 -1.1228 0.2674
H 2.7641 -1.9580 -1.2181
C 6.7450 1.3656 -0.7336
C 6.3093 1.1959 -2.1741
O 5.0989 1.9636 -2.2533
S 5.1979 3.2410 -1.2989
O 5.6112 4.3731 -2.0481
O 4.0357 3.2843 -0.4907
O 6.4468 2.7380 -0.4354
H 6.1698 0.7233 -0.0648
H 7.8079 1.1951 -0.5884
H 6.0945 0.1625 -2.4316
H 7.0380 1.6131 -2.8718


Record 4
Entry from the Open Molecules 2025 dataset: C28H42BrCuN3P2 as an isolated structure (wB97M-V/def2-TZVPD).

## Properties
2S+1: 2
gap between HOMO and LUMO (alpha / beta): 4.4 / 5.0 eV
ΔE to the lowest compared entry with this formula, charge and spin: 6.1 kcal/mol
DFT total energy: -167423.936 eV
LUMO energy (alpha / beta): -8.73 / -8.06 eV
charge: +2

Element x y z (Å)
C -0.5137 6.7608 -3.3939
C -0.6340 5.3767 -3.7319
C -1.0009 5.1062 -5.0791
C -1.2786 6.1668 -5.9562
N -1.2012 7.4021 -5.5531
C -0.8170 7.7413 -4.3552
C -0.4551 4.2601 -2.7333
C -0.8451 3.4134 -1.9357
C -1.3943 2.7575 -0.8415
C -0.4185 2.5285 0.0960
C -0.5563 1.2897 0.7591
C -1.8140 0.7239 0.7720
C -2.9151 1.1868 0.1221
C -2.6687 2.1812 -0.8188
Cu 0.1139 -0.5675 0.4518
P 2.1917 -1.3728 1.2983
H -1.1488 4.0957 -5.4672
H -0.2590 7.1277 -2.3943
H -1.5889 5.9935 -6.9684
H -0.7702 8.7905 -4.1248
H -3.4601 2.5314 -1.4434
H 0.4941 3.1066 0.1627
H -3.9290 0.7921 0.0746
H 0.3861 0.9762 1.2624
C 2.2320 -2.8836 2.4219
C 3.0860 -4.0862 2.0158
H 1.1763 -3.1823 2.5554
H 2.5442 -2.4528 3.3932
H 3.0823 -4.7745 2.8724
H 2.6533 -4.6046 1.1435
H 4.1300 -3.8147 1.7987
C 2.7383 -1.6905 -0.4383
C 3.3167 -0.5416 -1.2292
H 1.7858 -1.8992 -0.9297
H 3.3066 -2.6256 -0.4613
H 3.1379 -0.7646 -2.2812
H 2.8358 0.4095 -1.0096
H 4.3782 -0.4285 -1.0697
C 3.5866 -0.3787 1.9306
C 4.9533 -1.0501 1.8873
H 3.3220 -0.0900 2.9584
H 3.5659 0.5292 1.3101
H 5.6758 -0.2631 2.1229
H 5.0403 -1.8427 2.6412
H 5.1989 -1.4601 0.8987
Br -4.3904 0.9174 2.1345
P -1.6072 -2.1317 0.0419
C -0.1445 -3.1569 -0.4004
C -0.1434 -4.5287 -1.0245
H 0.3393 -3.1051 0.6092
H 0.4304 -2.4565 -1.0319
H 0.8722 -4.7368 -1.3955
H -0.4343 -5.2683 -0.2730
H -0.8335 -4.5251 -1.8689
C -2.8533 -3.0817 1.0479
C -4.1764 -3.5716 0.4846
H -2.9338 -2.2956 1.8433
H -2.2869 -3.8938 1.5307
H -4.8667 -3.7954 1.2953
H -4.6436 -2.8514 -0.1825
H -4.0176 -4.5001 -0.0670
C -2.2426 -1.1835 -1.3973
C -2.6694 -1.6566 -2.7639
H -1.4511 -0.4104 -1.4515
H -3.0716 -0.6456 -0.9376
H -3.0976 -0.7970 -3.3009
H -1.7892 -2.0318 -3.2844
H -3.4389 -2.4194 -2.6474
N 0.8879 1.8680 4.9181
C -0.3184 1.3277 5.3096
C -0.7604 0.5666 4.2470
N 0.2416 0.5437 3.3064
C 1.1492 1.4146 3.6682
H 1.4862 2.5120 5.4080
H -0.7634 1.5308 6.2554
H -1.7295 0.1116 4.0831
H 1.9933 1.7766 3.1099


Record 5
Entry from the Open Molecules 2025 dataset: C16H22N3O4PdS2Si as an isolated structure (wB97M-V/def2-TZVPD).

## Properties
2S+1: 3
gap between HOMO and LUMO (alpha / beta): 7.2 / 5.8 eV
ΔE to the lowest compared entry with this formula, charge and spin: 30.8 kcal/mol
DFT total energy: -62640.114 eV
LUMO energy (alpha / beta): 2.61 / 1.48 eV
charge: -1

Element x y z (Å)
Pd -0.5655 1.5385 0.6508
O -1.7611 3.0854 2.6598
S -0.1864 3.2833 2.3774
O 0.2354 4.2846 3.3081
O 0.4164 1.9735 2.6136
O -0.0898 3.6876 0.9798
C 0.5609 -1.2814 1.6443
Si 2.0398 -0.2845 0.9383
C 3.0750 0.4503 2.3754
C 3.1829 -1.6094 0.1213
N 1.3322 0.7387 -0.2375
C 1.8819 1.6899 -1.0171
C 1.0260 2.5156 -1.7849
C 1.5317 3.4914 -2.6097
C 2.9035 3.6850 -2.7216
C 3.7598 2.8825 -1.9848
C 3.2674 1.8990 -1.1550
H 0.8951 -2.0970 2.2797
H -0.0411 -1.7053 0.8416
H -0.0592 -0.6102 2.2430
H 3.3469 -0.3186 3.0940
H 2.4776 1.2009 2.8840
H 3.9855 0.9282 2.0239
H 3.5105 -2.3284 0.8659
H 4.0716 -1.1752 -0.3242
H 2.6591 -2.1540 -0.6555
H -0.0544 2.3666 -1.6926
H 0.8561 4.1151 -3.1780
H 3.2951 4.4532 -3.3737
H 4.8277 3.0411 -2.0518
H 3.9405 1.2690 -0.5961
N -2.5343 0.4490 1.7821
C -2.6054 -0.1550 0.6351
S -2.3319 0.7759 -0.7877
N -2.9297 -1.4934 0.5885
C -3.1367 -2.3928 -0.4424
C -3.3756 -2.0256 -1.7645
C -3.6710 -2.9932 -2.7041
C -3.7385 -4.3315 -2.3538
C -3.4750 -4.7056 -1.0463
C -3.1734 -3.7475 -0.1003
H -2.0649 2.2345 2.2655
H -2.7106 -0.1458 2.5941
H -2.8834 -1.9401 1.4985
H -3.3304 -0.9866 -2.0422
H -3.8688 -2.6950 -3.7227
H -4.0036 -5.0776 -3.0872
H -3.5161 -5.7459 -0.7570
H -2.9729 -4.0370 0.9236


Record 6
Entry from the Open Molecules 2025 dataset: C17H21ClN8Sc as an isolated structure (wB97M-V/def2-TZVPD).

## Properties
gap between HOMO and LUMO: 6.5 eV
DFT total energy: -63088.483 eV
LUMO energy: -10.89 eV
charge: +3

Element x y z (Å)
Sc 0.4612 -0.2675 -0.0605
N 4.6010 -1.3686 -0.6316
C 3.4679 -1.2260 -1.2937
N 2.4953 -0.9865 -0.4083
C 3.1528 -1.0203 0.8143
N 4.4265 -1.2453 0.6966
C 2.4453 -0.8588 2.0881
C 3.0886 -0.9742 3.3115
N 2.4172 -0.8695 4.4516
C 1.1083 -0.6510 4.3949
C 0.4490 -0.5151 3.1813
N 1.1169 -0.6168 2.0233
H 5.5259 -1.5674 -1.0014
H 3.3674 -1.3079 -2.3653
H 4.1555 -1.1580 3.3614
H 0.5698 -0.5801 5.3321
H -0.6156 -0.3223 3.1424
Cl -0.3062 5.1539 1.3425
C 0.4496 4.0843 0.2591
C 1.3236 4.5353 -0.7291
C 1.9052 3.6112 -1.5857
C 1.6178 2.2729 -1.4347
N 0.7692 1.8294 -0.4822
C 0.1940 2.7313 0.3421
H 1.5368 5.5936 -0.8191
H 2.5820 3.9302 -2.3665
H 2.0602 1.5346 -2.0913
H -0.4955 2.3660 1.0971
C -2.3114 0.4360 -0.7545
C -3.7488 0.0558 -1.2467
N -3.8589 -1.3871 -1.3216
C -3.5577 -1.9903 -0.0410
C -2.0438 -1.7473 0.2975
N -1.4765 -0.8129 -0.7285
C -1.5144 -1.4732 -2.0747
C -2.9904 -1.9132 -2.3594
H -2.3441 0.8434 0.2607
H -1.8482 1.1623 -1.4230
H -3.9305 0.4813 -2.2318
H -4.4955 0.4569 -0.5643
H -3.7552 -3.0595 -0.0771
H -4.1955 -1.5556 0.7262
H -1.4846 -2.6851 0.2650
H -1.9392 -1.2955 1.2908
H -0.8400 -2.3334 -2.0599
H -1.1624 -0.7528 -2.8160
H -3.0663 -2.9986 -2.3804
H -3.3064 -1.5384 -3.3304


Record 7
Entry from the Open Molecules 2025 dataset: C4H6Br2NO3P as an isolated structure (wB97M-V/def2-TZVPD).

## Properties
gap between HOMO and LUMO: 6.9 eV
ΔE to the lowest compared entry with this formula, charge and spin: 84.0 kcal/mol
DFT total energy: -161247.518 eV
LUMO energy: -3.21 eV
charge: 0

Element x y z (Å)
C 0.9103 0.1022 -2.2502
C 0.3721 -2.0877 -0.5155
C -0.7103 0.4067 2.4190
C -0.5565 1.9128 -0.9674
N 1.3300 -0.2194 -3.2401
O 1.5338 0.6207 0.5370
O -0.3665 -0.9338 -0.2841
O -0.8488 1.0358 1.1560
P 0.1751 0.5685 -0.0149
Br 0.3540 3.4825 -1.2067
Br -2.0215 1.7218 -2.0915
H 0.3535 -2.4275 -1.6161
H 0.1340 -2.9603 0.1728
H 1.5174 -2.0360 -0.2252
H -1.3691 -0.4225 2.4537
H -1.2307 1.0919 3.1981
H 0.4232 0.1444 2.4750


- The highest DFT total energy belongs to which entry?
  C4H12O3